Record 1
ORCA calculation (ωB97M-V/def2-TZVPD) on 2 unconnected molecules or ions with the total composition C7H6N2OS in a non-equilibrium geometry.

```
17
Properties=species:S:1:pos:R:3:nbo_charge:R:1
C -0.2429 2.0921 -0.5224 0.272
C 1.8673 -1.7197 -0.8876 -0.261
C 1.0034 -0.6089 -0.9695 -0.274
C 2.2719 -1.9844 0.3659 -0.401
C 0.7854 0.0318 0.2353 -0.209
C -1.9356 0.5248 1.0765 0.803
C 0.0714 1.2479 0.5715 -0.446
N -0.6517 2.5559 -1.4885 -0.360
N -2.8405 0.8283 0.1050 -0.823
O -2.0036 0.0098 2.1067 -0.510
S 1.6365 -0.8289 1.4974 0.431
H 1.8413 -2.4148 -1.7085 0.228
H 0.9794 -0.1786 -1.9254 0.230
H 3.0355 -2.7400 0.7907 0.249
H 0.4356 1.8064 1.4135 0.257
H -2.5994 1.0538 -0.7994 0.418
H -3.6540 0.3247 0.1387 0.394
```

Computed properties:
Highest occupied orbital energy   -8.251 eV
Total energy   -853.1997 Eh

***

Record 2
ORCA calculation (ωB97M-V/def2-TZVPD) on a gas-phase ion, C7H6N3OS (charge -1) in a non-equilibrium geometry.

```
18
Properties=species:S:1:pos:R:3:nbo_charge:R:1
C -0.3478 0.3100 -0.3308 0.112
C 0.0433 -0.8995 -0.7941 -0.038
C 0.4938 0.0009 1.7926 0.467
C -0.8304 1.2397 -1.2695 -0.320
C -0.8416 0.8684 -2.6077 0.023
C 0.1139 -1.4498 -2.0181 0.519
C 0.1215 0.2961 3.2192 -0.710
N -0.2362 0.7206 0.9363 -0.584
N 1.4702 -0.8691 1.5043 -0.691
N -0.3953 -0.4142 -2.9640 -0.611
O 0.5091 -2.4615 -2.5124 -0.655
S 2.4341 -1.4600 2.7023 0.008
H -1.2694 2.1410 -0.8730 0.220
H -0.9130 1.6481 -3.4289 0.197
H 0.8502 -0.1071 3.9867 0.230
H -0.1111 1.3266 3.1753 0.225
H -0.7815 -0.1924 3.4126 0.213
H -0.3097 -0.6976 -3.9307 0.394
```

Computed properties:
Highest occupied orbital energy (alpha / beta)   -3.398 / -3.577 eV
Charge   -1
Structure (SMILES)   C/C(N=S)=N/C1=C=C([O-])NC=C1
Total energy   -907.9557 Eh

***

Record 3
ORCA calculation (ωB97M-V/def2-TZVPD) on 2 unconnected molecules or ions with the total composition C7H6N4O in a non-equilibrium geometry.

```
18
Properties=species:S:1:pos:R:3:nbo_charge:R:1
C 3.5426 0.3713 -0.4052 -0.331
C 2.5222 1.3334 -0.7901 -0.009
C 2.8460 -0.5933 0.2378 -0.015
C -2.0568 0.3934 -0.5805 -0.154
C -3.6069 -0.3768 0.7306 0.158
C -1.4868 -0.3466 0.4264 0.032
C 0.5682 -1.1561 0.7273 0.816
N 1.3034 0.9273 -0.4971 -0.216
N -2.5321 -0.8389 1.2622 -0.489
N -3.3814 0.3900 -0.3614 -0.535
N 1.4966 -0.2855 0.1476 -0.311
O 0.7307 -2.1511 1.3264 -0.498
H 4.6414 0.3638 -0.3631 0.243
H 2.6106 2.1702 -1.5075 0.222
H 3.3120 -1.4968 0.6485 0.247
H -1.7098 0.9011 -1.4722 0.228
H -4.6087 -0.3761 1.2775 0.194
H -4.1913 0.7708 -0.8071 0.419
```

Computed properties:
Highest occupied orbital energy (alpha / beta)   -8.772 / -8.772 eV
Total energy   -564.4791 Eh

***

Record 4
ORCA calculation (ωB97M-V/def2-TZVPD) on a single C7H6N4OS molecule in a non-equilibrium geometry.

```
19
Properties=species:S:1:pos:R:3:nbo_charge:R:1
C -1.8587 -0.9967 -0.7123 0.228
C -2.4389 1.1800 -1.2073 0.190
C 0.9406 0.3205 -1.3471 0.129
C 1.5392 0.3703 -0.0137 0.148
C 2.7794 -0.0680 0.5112 -0.213
C 2.6644 -0.2345 1.8556 -0.333
C 1.3466 0.0954 2.1263 0.168
H -3.7376 -1.2084 0.5056 0.452
H -2.4623 2.2009 -1.6346 0.234
H 1.7823 -0.0088 -2.0929 0.204
H 3.6493 -0.3379 -0.1654 0.239
H 3.4751 -0.3141 2.4998 0.240
H 0.7340 0.2119 2.9479 0.202
N -3.2276 -0.7771 -0.5007 -0.447
N -3.4799 0.6612 -0.6907 -0.268
N -1.3231 0.2728 -1.0982 -0.308
N -0.1249 0.3350 -1.9369 -0.257
O 0.6998 0.5830 1.0395 -0.375
S -0.9576 -2.2853 -0.0861 -0.232
```

Computed properties:
Highest occupied orbital energy   -8.183 eV
Structure (SMILES)   S=c1[nH]ncn1/N=C\c1ccco1
Total energy   -962.6345 Eh

***

Record 5
ORCA calculation (ωB97M-V/def2-TZVPD) on a gas-phase ion, C7H6NO (charge +1) in a non-equilibrium geometry.

```
15
Properties=species:S:1:pos:R:3:nbo_charge:R:1
C 2.0085 -0.0051 0.1308 -0.131
C 1.6494 -0.1741 1.4146 -0.211
C 1.0685 0.2595 -0.9095 -0.149
C 0.2941 -0.1122 1.8260 0.079
C -0.2346 0.2897 -0.4142 0.102
C -1.4046 0.4170 -1.4579 0.426
C -2.5099 -0.0320 -0.7042 -0.113
N -0.5215 0.2455 0.8576 -0.264
O -1.1295 0.5568 -2.6329 -0.300
H 3.0576 -0.0237 -0.2524 0.271
H 2.4014 -0.5983 2.0558 0.265
H 1.0762 0.1522 -1.9999 0.280
H -0.0956 -0.2609 2.9220 0.274
H -3.3137 -0.6029 -1.1775 0.240
H -2.3463 -0.1114 0.3416 0.230
```

Computed properties:
Highest occupied orbital energy (alpha / beta)   -14.587 / -15.100 eV
Charge   +1
Total energy   -399.8909 Eh

***

Record 6
ORCA calculation (ωB97M-V/def2-TZVPD) on a molecular structure, C7H6NO4S in a non-equilibrium geometry.

```
19
Properties=species:S:1:pos:R:3:mulliken_spin:R:1
C 1.3713 0.3530 0.7381 0.116
C 0.5536 -0.6068 1.4159 -0.045
C 0.8813 0.8613 -0.4377 -0.053
C -0.6626 -0.8947 0.9133 0.077
C -0.3164 0.4889 -1.0247 0.109
C -1.1593 -0.3294 -0.3067 -0.020
C -2.5232 -0.5983 -0.6766 0.380
N -3.2409 -1.6897 -0.3727 0.185
O -2.5546 2.4256 -0.4282 0.150
O -4.0292 -2.1718 -1.2467 0.267
O -3.2308 -2.0793 0.7772 0.227
O -2.8067 1.3162 1.7315 0.185
S -3.2561 1.4331 0.3321 0.425
H 2.2066 0.7947 1.3014 0.006
H 0.8208 -0.9735 2.3605 -0.003
H 1.4998 1.7982 -0.8687 0.001
H -1.3486 -1.6091 1.2465 0.005
H -0.5974 0.8669 -1.9764 0.004
H -2.8673 -0.0780 -2.0892 -0.017
```

Computed properties:
Highest occupied orbital energy (alpha / beta)   -1.812 / -5.662 eV
2S+1   3
Charge   -1
Total energy   -1024.0384 Eh

***

Record 7
ORCA calculation (ωB97M-V/def2-TZVPD) on a molecular structure, C7H6NO6Sn in a non-equilibrium geometry.

```
21
Properties=species:S:1:pos:R:3:nbo_charge:R:1
O -2.4019 -3.3710 0.0723 -0.313
C -1.7039 -2.4801 -0.0586 0.452
Sn 0.0071 0.2430 -0.0365 1.327
O 2.4121 -1.6241 2.1091 -0.239
C 1.7220 -1.1718 1.3259 0.533
C 1.5237 2.1103 -0.1668 0.494
O 1.9360 3.1766 -0.1132 -0.211
C -1.4798 1.3576 -1.3972 0.326
O -1.4657 2.4064 -1.9475 -0.167
C 1.1435 -0.8171 -2.3531 0.479
O 1.6135 -1.1807 -3.3230 -0.276
H -2.2433 0.4609 -1.2226 0.304
C -1.8797 1.3209 3.9440 -0.718
C -1.3428 0.4317 2.8795 0.758
N -1.1833 -0.8760 3.1071 -0.717
O -1.0162 0.9238 1.7433 -0.786
H -2.1503 0.7414 4.8346 0.278
H -2.7667 1.8495 3.5722 0.305
H -1.1205 2.0664 4.2146 0.301
H -0.9554 -1.5312 2.3564 0.402
H -1.4528 -1.2502 4.0100 0.468
```

Computed properties:
Highest occupied orbital energy (alpha / beta)   -22.557 / -22.561 eV
Charge   +3
Total energy   -989.5249 Eh

***

Record 8
ORCA calculation (ωB97M-V/def2-TZVPD) on a single C7H6O molecule in a non-equilibrium geometry.

```
14
Properties=species:S:1:pos:R:3:nbo_charge:R:1
C 2.5373 1.5402 0.1905 -0.196
C 1.8733 0.4773 0.0023 -0.030
C 1.1385 -0.7987 -0.0919 0.015
C -0.0140 -1.1882 1.0574 -0.456
C -0.9641 -0.7692 -0.2405 0.096
C -1.9010 0.5488 -0.0106 -0.053
C -2.7236 1.3435 0.1650 -0.253
H 3.3409 2.1607 0.0400 0.228
H 1.7535 -1.5252 -0.5624 0.227
H -0.4278 -2.3456 1.2581 0.232
H 0.1444 -0.8779 2.2245 0.263
H -1.8218 -1.3568 -0.5967 0.212
H -3.2423 2.2237 0.1241 0.219
O 0.0718 -0.6501 -1.1152 -0.505
```

Computed properties:
Highest occupied orbital energy   -10.009 eV
Structure (SMILES)   C#C[C@@H]1C[C@H](C#C)O1
Total energy   -345.2862 Eh

***

Record 9
ORCA calculation (ωB97M-V/def2-TZVPD) on a single C7H6O molecule in a non-equilibrium geometry.

```
14
Properties=species:S:1:pos:R:3:nbo_charge:R:1
C -0.0836 1.6589 0.2350 -0.499
C 0.1835 1.4773 -1.0024 0.129
C 0.1383 -0.8895 -0.7167 -0.042
C -1.1830 -0.9890 -0.0744 -0.067
C -2.1827 -1.3208 0.4845 -0.188
C 1.1830 -1.0112 0.3521 -0.035
C 2.0770 -0.8605 1.1845 -0.206
H -0.3865 0.7112 0.7966 0.224
H -0.2006 2.6270 0.6164 0.214
H 0.2799 2.2381 -1.7256 0.194
H 0.4013 -1.6690 -1.4067 0.252
H -3.2486 -1.4850 0.8172 0.256
H 2.8197 -0.7023 1.9654 0.250
O 0.2023 0.2147 -1.5258 -0.482
```

Computed properties:
Highest occupied orbital energy   -9.310 eV
Structure (SMILES)   C#CC(C#C)OC=C
Total energy   -345.3555 Eh

***

Record 10
ORCA calculation (ωB97M-V/def2-TZVPD) on a single C7H6O molecule in a non-equilibrium geometry.

```
14
Properties=species:S:1:pos:R:3:nbo_charge:R:1
C -1.1426 0.0478 -0.2117 -0.290
C -0.4428 0.7226 1.0922 -0.133
C 1.0792 0.7527 -0.7850 -0.436
C 0.0856 -0.3484 -0.9270 -0.196
C 0.6803 1.4076 0.6233 -0.162
C -0.5987 -1.3554 0.0946 0.042
C -0.7785 -0.3423 2.2959 0.340
O -0.5962 -1.3966 1.5179 -0.475
H -2.1442 0.2721 -0.2886 0.227
H 2.1072 0.2760 -0.5812 0.212
H 1.2474 1.3179 -1.7287 0.230
H -0.0491 -0.9135 -1.8487 0.226
H 1.4204 1.8782 1.1023 0.198
H -0.8680 -2.3186 -0.3553 0.219
```

Computed properties:
Highest occupied orbital energy   -8.915 eV
Total energy   -345.3009 Eh

***

Record 11
ORCA calculation (ωB97M-V/def2-TZVPD) on a single C7H6O4 molecule in a non-equilibrium geometry.

```
17
Properties=species:S:1:pos:R:3:mulliken_spin:R:1
C 0.6087 -1.3065 0.4669 -0.007
C -0.6785 -1.1978 0.6261 0.021
C -1.4113 1.5021 0.6990 0.023
C 1.5591 -0.8386 -0.5247 0.095
C 1.7616 0.6620 -0.8835 0.029
C -1.6254 -0.6174 -0.3967 -0.001
C 0.5963 1.5628 -0.6768 1.600
O -2.1783 0.5874 -0.1467 0.009
O -0.0267 1.3815 0.4943 0.162
O 2.6578 -0.0357 -0.0193 0.068
O -1.8430 -1.2195 -1.3730 0.003
H 1.1082 -1.9189 1.1181 0.006
H -1.2190 -1.7116 1.5508 0.003
H -1.6591 2.5144 0.3692 -0.011
H -1.6404 1.2651 1.7718 0.003
H 1.7973 -1.5671 -1.2987 0.003
H 2.1928 0.9376 -1.7768 -0.006
```

Computed properties:
Highest occupied orbital energy (alpha / beta)   -7.604 / -10.314 eV
2S+1   3
Total energy   -571.0358 Eh

***

Record 12
ORCA calculation (ωB97M-V/def2-TZVPD) on a molecular structure, C7H6O6SSc in a non-equilibrium geometry.

```
21
Properties=species:S:1:pos:R:3:nbo_charge:R:1
O -0.0701 5.0511 -0.2481 -0.413
C 0.0745 3.9794 -0.5768 0.425
Sc 0.1219 -0.9644 0.1054 1.693
O -0.0272 0.0894 -3.3806 -0.219
C 0.0829 -0.2532 -2.2690 0.438
C 0.0218 -3.0020 -0.2540 0.369
O -0.1400 -4.1477 -0.3424 -0.112
C -2.1185 -0.3354 -0.2476 0.452
O -3.2202 0.0826 -0.2573 -0.223
C 2.3876 -0.2712 -0.1488 0.440
O 3.4853 0.0944 -0.3181 -0.201
C 0.0340 -1.4171 4.3493 -0.774
S -1.1509 -0.4962 3.3516 1.214
C -0.9470 0.9458 4.3983 -0.768
O -0.3818 -0.0668 2.0214 -0.994
H -0.3715 -1.6259 5.3489 0.320
H 0.8460 -0.6829 4.3843 0.253
H 0.2989 -2.3453 3.8388 0.251
H 0.1472 0.9939 4.4171 0.249
H -1.4095 1.7982 3.9020 0.285
H -1.3694 0.8086 5.4041 0.315
```

Computed properties:
Highest occupied orbital energy   -21.081 eV
Charge   +3
Total energy   -1879.4623 Eh

***

Record 13
ORCA calculation (ωB97M-V/def2-TZVPD) on a single C7H6OS2 molecule in a non-equilibrium geometry.

```
16
Properties=species:S:1:pos:R:3:nbo_charge:R:1
C 0.7564 -1.0731 -0.7687 0.559
C 1.9506 -0.1716 -0.8433 -0.620
C 0.6770 1.7435 0.4903 -0.567
C -0.4135 0.7275 0.5270 -0.167
C -2.5901 -0.4643 0.6839 -0.421
C -1.6809 -1.1359 -0.0795 -0.203
C -0.4422 -0.4632 -0.1985 -0.221
H 2.5705 -0.5866 -1.6369 0.261
H 2.4670 -0.2105 0.1117 0.237
H 1.3348 1.5415 1.3237 0.226
H 0.3249 2.7175 0.6422 0.244
H -3.5736 -0.8088 0.9309 0.243
H -1.8125 -2.1731 -0.3071 0.243
O 0.7682 -2.2495 -1.0993 -0.533
S 1.5725 1.6266 -1.0781 0.232
S -1.9090 0.9801 1.3015 0.487
```

Computed properties:
Highest occupied orbital energy   -8.981 eV
Structure (SMILES)   O=C1CSCc2sccc21
Total energy   -1141.9446 Eh

***

Record 14
ORCA calculation (ωB97M-V/def2-TZVPD) on a single C7H6S molecule in a non-equilibrium geometry.

```
14
Properties=species:S:1:pos:R:3:nbo_charge:R:1
C 0.0169 -0.2983 -0.2153 -0.289
C -1.4427 0.0190 0.0397 -0.201
C -1.8947 0.7557 1.0441 -0.356
C 1.0267 0.2472 0.6871 -0.012
C 1.9002 0.3808 1.6060 -0.198
C 0.4572 0.1437 -1.5547 -0.014
C 1.1035 0.5123 -2.6136 -0.190
H 1.1314 -2.6547 -0.2232 0.134
H -2.0810 -0.6160 -0.6140 0.229
H -1.1891 1.1703 1.7697 0.208
H -2.9447 1.0474 1.2612 0.217
H 2.5249 0.8647 2.3484 0.249
H 1.5054 0.6766 -3.5737 0.242
S -0.1140 -2.2488 0.0383 -0.020
```

Computed properties:
Highest occupied orbital energy   -9.363 eV
Structure (SMILES)   C#CC(S)(C#C)C=C
Total energy   -668.2996 Eh